Entry 1:
A structure of composition C20H44CdN3OP2S. Source: OMol25; level of theory: ωB97M-V/def2-TZVPD.

Properties
Kohn-Sham gap   5.637 eV
LUMO level   -0.1222 Eh
Net charge   +1
Total energy   -61942.41900 eV

Positions of all 72 atoms, in Å:
Cd -0.01264 0.09571 0.08890
P -0.10927 -1.84734 -1.63995
P 0.03973 2.68224 0.41034
N 1.67135 0.59202 -1.26370
C 1.49000 -1.59806 -2.51914
H 2.19890 -2.35096 -2.15385
H 1.33584 -1.77985 -3.59030
C 2.13647 -0.20937 -2.35135
H 3.23457 -0.35476 -2.22901
H 2.04467 0.32671 -3.32602
C 2.05695 1.96246 -1.44777
H 1.53050 2.37645 -2.34829
H 3.15028 2.03389 -1.66251
C 1.76705 2.87498 -0.24929
H 1.92608 3.92461 -0.53589
H 2.46715 2.63939 0.56531
C 0.27331 3.50956 2.05212
C 0.85899 2.49063 3.03823
H 1.76858 2.00536 2.66322
H 0.13106 1.70251 3.27021
H 1.10752 3.00523 3.97454
C -0.90243 3.82088 -0.69860
C -2.41310 3.64292 -0.49069
H -2.94958 4.18029 -1.28303
H -2.73756 4.04536 0.47684
H -2.70740 2.58628 -0.54203
C -1.41583 -2.15205 -2.91871
C -2.70953 -2.71469 -2.31587
H -3.49185 -2.68875 -3.08817
H -3.06259 -2.11154 -1.46786
H -2.59942 -3.75894 -1.99334
C 0.21374 -3.39135 -0.65744
C -0.91454 -3.69297 0.33643
H -0.50027 -4.27255 1.17521
H -1.70011 -4.30296 -0.13011
H -1.37656 -2.78671 0.75307
C -1.92632 -0.49115 1.13290
C -0.44388 5.28446 -0.62931
H 0.44057 5.45544 -0.00142
H -0.18931 5.62485 -1.64268
H -1.25137 5.93319 -0.26578
C -0.93616 -2.96278 -4.12794
H -1.80909 -3.33224 -4.68279
H -0.34956 -2.34168 -4.81733
H -0.33137 -3.83399 -3.84651
C 0.53285 -4.59665 -1.53831
H 0.85945 -5.42821 -0.89804
H -0.35811 -4.94260 -2.08100
H 1.33925 -4.40518 -2.25767
C -1.02242 4.12819 2.57361
H -1.84167 3.39612 2.58024
H -0.86263 4.46238 3.60686
H -1.33725 5.00140 1.98897
H 1.01520 4.30544 1.86596
H 1.11299 -3.10478 -0.07846
H -0.64964 3.43190 -1.70053
H -1.62797 -1.12315 -3.26534
O -3.03245 -0.59047 1.44737
H -1.84203 1.52079 -4.70675
H -1.11524 1.54885 -4.57250
S 2.09086 -0.85141 1.32297
C 1.54125 -1.46673 2.82046
N 2.33985 -1.98893 3.77567
C 1.61700 -2.42774 4.95551
C 0.16760 -2.11817 4.59992
N 0.27026 -1.52690 3.27625
H 3.34863 -2.02416 3.68285
H 1.94323 -1.87158 5.84000
H 1.76770 -3.49709 5.13106
H -0.27842 -1.41042 5.30635
H -0.44538 -3.02511 4.56896
H -0.53642 -1.21653 2.73498

Entry 2:
The molecule C5H8O2. Source: OMol25; level of theory: ωB97M-V/def2-TZVPD.

Properties
Kohn-Sham gap   11.100 eV
ΔE to the lowest compared entry with this formula, charge and spin   2.268 eV
LUMO level   0.0338 Eh
Net charge   0
Structure (SMILES)   O[C@H]1C[C@]2(CO2)C1
Total energy   -9407.56437 eV

Positions of all 15 atoms, in Å:
O -2.20557 0.74333 0.94492
C -1.20600 -0.23006 0.78158
C 0.24695 0.21117 1.11323
C 0.60194 0.02923 -0.36001
C 1.89157 -0.13993 -1.01865
O 1.16291 1.08104 -1.11910
C -0.77708 -0.54143 -0.68227
H -1.92265 1.54141 0.47232
H -1.55373 -1.09570 1.34430
H 0.32583 1.24403 1.46573
H 0.78400 -0.44550 1.80713
H 2.80928 -0.08163 -0.43226
H 1.95865 -0.71802 -1.94086
H -1.33506 0.00956 -1.44734
H -0.78106 -1.60750 -0.92873

Entry 3:
A structure of composition C23H33BF4N4O3PSr. Source: OMol25; level of theory: ωB97M-V/def2-TZVPD.

Properties
Kohn-Sham gap   8.276 eV
LUMO level   0.0937 Eh
Net charge   -1
Total energy   -58172.12446 eV

Positions of all 70 atoms, in Å:
Sr -0.36760 -1.00250 0.47370
C 4.02130 -0.34460 1.65340
C 3.47270 0.31240 2.92250
C 2.92900 -0.75830 3.86390
C 2.44290 1.34660 2.52720
C 2.84400 2.46300 1.80300
C 1.93530 3.42350 1.40420
C 0.58680 3.29550 1.70210
C -0.41020 4.31680 1.23360
C 0.18290 2.18430 2.42750
C 1.09440 1.22710 2.83980
H 4.71670 -1.14320 1.90350
H 4.53630 0.38270 1.03140
H 3.19080 -0.74870 1.08030
H 4.29800 0.83410 3.43110
H 2.17740 -1.36670 3.36250
H 2.48000 -0.31500 4.74910
H 3.73660 -1.41080 4.19190
H 3.88590 2.58500 1.54120
H 2.28240 4.28620 0.85310
H 0.09470 5.22840 0.92200
H -1.11730 4.56540 2.02400
H -0.97320 3.92990 0.38300
H -0.85860 2.06140 2.70140
H 0.73280 0.41140 3.44220
N -1.79170 -2.69620 -3.69970
C -0.52710 -2.20180 -3.17500
C -0.43480 -2.28550 -1.64860
O -1.50970 -2.36750 -1.00050
N 0.69930 -2.27630 -1.01870
C 1.82810 -1.62640 -1.61640
C 1.39790 -0.17440 -1.38040
O 1.06370 0.52170 -2.34810
O 1.30690 0.16620 -0.17900
H -2.52430 -2.30630 -3.10960
H -1.82730 -3.69970 -3.54000
H -0.40610 -1.15420 -3.46310
H 0.28950 -2.76640 -3.62860
H 1.97870 -1.83220 -2.68120
H 2.72870 -1.86190 -1.04820
C -4.07510 -0.73840 0.13100
P -2.94330 0.37990 1.04290
C -3.66610 2.02550 0.57880
C -3.74980 0.24760 2.69010
H -5.11460 -0.52300 0.38250
H -3.82570 -1.76140 0.40370
H -3.91870 -0.63250 -0.93680
H -4.74840 1.99750 0.70900
H -3.43450 2.28560 -0.45000
H -3.25400 2.79200 1.23250
H -4.81410 0.47530 2.61350
H -3.27780 0.92750 3.39520
H -3.61120 -0.76350 3.06140
N -4.07930 1.89970 -5.47340
C -3.27750 1.93690 -4.65030
C -2.32170 1.98270 -3.62120
C -1.42970 3.05500 -3.47950
C -0.54030 3.02810 -2.43320
C -0.57960 1.96320 -1.52650
N -1.48630 0.98990 -1.61410
C -2.27830 0.96660 -2.66220
H -1.46740 3.88810 -4.16660
H 0.18220 3.81630 -2.30200
H 0.02450 1.96630 -0.63160
H -2.94870 0.12200 -2.75290
F -1.29540 -0.45790 4.26990
B -1.03110 -1.74480 3.86950
F -2.18700 -2.47290 3.80130
F -0.09590 -2.33910 4.65510
F -0.48530 -1.65060 2.50440

Entry 4:
The molecule C4H6O2. Source: OMol25; level of theory: ωB97M-V/def2-TZVPD.

Properties
Kohn-Sham gap   10.194 eV
ΔE to the lowest compared entry with this formula, charge and spin   4.135 eV
LUMO level   0.0368 Eh
Net charge   0
Structure (SMILES)   O[C@H]1C[C@H]2O[C@@H]12
Total energy   -8336.32604 eV

Positions of all 12 atoms, in Å:
O -1.85989 0.16901 -0.78363
C -0.57774 0.63633 -0.47812
C -0.08293 0.37921 0.97119
C 0.91468 -0.61583 0.45245
O 0.36630 -1.50306 -0.44627
C 0.58915 -0.22696 -1.03562
H -1.83752 -0.79170 -0.66859
H -0.54115 1.68389 -0.78374
H 0.36916 1.28014 1.40458
H -0.77734 -0.06972 1.67325
H 1.87681 -0.92209 0.87967
H 1.60735 0.09814 -0.99953

Largest force on an atom, respectively: 5.2; 0.5; 3.8; 2.4 eV/A.
E_HOMO, respectively: -0.3293; -0.3742; -0.2104; -0.3378 Eh.